C24H28MnN10O3 as an isolated structure. Source: the OMol25 dataset; level of theory: ωB97M-V/def2-TZVPD.

```
66
Properties=species:S:1:pos:R:3:mulliken_charge:R:1
Mn 0.1831 -0.0093 -0.4042 0.2662
O -1.8411 6.0962 3.1467 -0.5448
O -3.0190 6.0489 1.3414 -0.5551
O -1.2854 -0.1708 1.2866 -0.5581
N 1.9957 -1.1534 0.8091 0.2943
N -1.1564 1.6405 -0.6580 -0.2405
N 0.8938 -0.2728 -2.3097 -0.3986
N 0.2784 -0.5077 2.8412 0.0172
N -2.3545 -2.9047 -2.3381 0.1361
N -1.0785 -1.4796 -0.9689 0.0941
N -0.2871 -2.1469 -3.0348 -0.1205
N 1.3701 1.7576 0.0236 0.5481
N -2.1097 5.6722 2.0506 0.9224
N 1.3078 -1.2342 -4.3945 -0.3992
C -1.2211 -2.3551 2.2745 -1.5790
C 2.3291 -1.5742 2.0414 0.8508
C 0.0914 4.7463 1.8005 -0.9162
C 0.6579 -1.1650 -3.2124 0.5608
C 0.5689 2.7343 0.5094 -0.4554
C 1.0332 3.7874 1.2911 0.9709
C -1.7338 3.5935 0.6426 0.6427
C -3.0845 3.4158 0.2822 -0.6544
C 2.4112 3.8507 1.5554 -0.6516
C -3.4199 2.3823 -0.5521 -1.1559
C -0.8205 2.6573 0.1605 0.3368
C -2.4018 -3.8015 -3.4932 -1.1800
C 4.4739 -2.3693 1.3238 -0.5121
C -1.2082 4.6399 1.4889 0.3326
C 1.3694 -1.3749 3.2023 -1.4935
C 4.1471 -1.9436 0.0452 -0.8863
C -1.2710 -2.1552 -2.0559 0.5048
C -3.5294 -2.8806 -1.4725 -1.1273
C -2.4210 1.5193 -1.0111 -0.1581
C 2.6670 1.8535 0.2728 0.1061
C -0.7499 -0.9439 2.0980 0.9865
C 3.5479 -2.1807 2.3255 -0.8959
C 2.9177 -1.3575 -0.1571 -0.5856
C 3.2326 2.8861 1.0298 -1.2502
H 2.0149 -0.5576 -4.6226 0.2072
H 3.7582 -2.4947 3.3404 0.4989
H 0.5240 0.4573 2.6578 0.2517
H -3.3059 -4.3978 -3.4239 0.3823
H 2.8088 4.6584 2.1578 0.4946
H 2.6351 -1.0417 -1.1478 0.5416
H -0.3787 -2.8196 -3.7761 0.2215
H -0.5734 -3.0261 1.7041 0.3065
H 4.8323 -2.0651 -0.7819 0.4900
H 3.3015 1.0837 -0.1437 0.4921
H 5.4303 -2.8301 1.5327 0.4474
H -3.5962 -1.9414 -0.9277 0.3997
H 0.4291 5.5527 2.4379 0.5422
H 1.5746 0.4068 -2.6342 0.0972
H -3.8401 4.0945 0.6454 0.5576
H -2.2333 -2.4373 1.8874 0.3992
H -1.8493 -1.5392 -0.3170 -0.1009
H 0.9864 -2.3399 3.5300 0.3601
H 1.9069 -0.9441 4.0459 0.5299
H -3.5297 -3.7106 -0.7634 0.3141
H -4.4455 2.2286 -0.8560 0.4557
H -2.4395 -3.2524 -4.4367 0.3650
H 1.0505 -1.8829 -5.1172 0.1643
H -1.5638 -4.5021 -3.4968 0.4307
H -2.6541 0.7116 -1.6939 0.4982
H 4.3003 2.9048 1.1951 0.4653
H -1.2084 -2.6626 3.3183 0.4849
H -4.4184 -2.9537 -2.0947 0.4509
```

Properties
total charge: +2
2S+1: 2
E_HOMO (alpha / beta): -14.093 / -13.638 eV
frontier orbital gap (alpha / beta): 0.312 / 0.295 Ha

=====

C24H28MnN3O8PS2 as an isolated structure at a distorted geometry. Source: the OMol25 dataset; level of theory: ωB97M-V/def2-TZVPD.

```
67
Properties=species:S:1:pos:R:3:mulliken_charge:R:1
Mn 0.7644 0.6745 0.4894 0.6400
S -2.5129 0.2155 0.3370 0.3530
S 0.4983 3.4952 0.6754 -0.3669
P 1.5834 1.2789 -1.6485 1.0637
O 3.0862 1.7678 -1.6325 -0.4446
O 4.1804 0.4210 2.4130 -0.8316
O 1.7446 0.0176 -2.6098 -0.2717
O 4.3346 0.8349 5.0806 -0.5163
O 0.9447 2.3389 -2.6283 -0.3742
O 2.5178 0.4733 0.9112 -0.3485
O 2.8190 1.3378 6.6323 -0.5793
O -1.0242 0.3690 0.0012 0.2873
N -2.2787 3.1370 0.5615 -0.5588
N 0.7475 1.3697 4.8364 -0.0401
N 0.6602 0.9638 2.6962 0.3651
C -2.6617 -1.6466 0.5496 -1.4265
C -0.4300 2.7114 -2.7760 -0.2071
C 1.9675 0.8459 3.1233 -0.3209
C -3.3181 0.4094 -1.2900 -1.2166
C -1.5187 1.5272 3.8091 -0.9814
C -0.3531 -2.0923 1.4042 -0.3449
C -3.6234 -2.1823 -4.0219 -0.7469
C -2.9393 -0.5794 -2.3499 0.2483
C 3.0120 0.5557 2.1183 0.8784
C -1.1276 3.2872 0.6100 0.4763
C 0.1817 -3.8035 -0.7101 -0.6268
C -2.3254 -2.2424 -4.5058 -0.5319
C 2.4865 -1.1204 -2.1491 -0.5210
C 3.5385 2.9657 -0.9873 -0.6138
C -1.6300 -0.6836 -2.8143 0.5698
C 1.1474 -3.5772 0.2574 -0.8118
C -1.3249 -1.5106 -3.8822 -1.1870
C -3.9245 -1.3660 -2.9423 -0.4639
C 3.1195 1.1011 5.4921 0.4691
C -1.0501 -3.1684 -0.6316 -0.2977
C -1.3350 -2.3269 0.4342 0.3991
C -0.0561 1.2875 3.7586 -0.0760
C 2.0326 1.0961 4.4652 0.2451
C 0.8861 -2.7134 1.3146 -0.4257
H -2.0911 -2.8493 -5.3690 0.4616
H -4.3884 0.3914 -1.0784 0.6155
H -0.8991 2.1042 -3.5495 0.2388
H -1.8005 -3.3464 -1.3911 0.3752
H 2.9151 3.8137 -1.2704 0.3337
H -1.7307 2.4550 4.3394 0.4375
H 0.3789 -4.4833 -1.5276 0.4563
H -4.4065 -2.7566 -4.4965 0.4226
H -4.9429 -1.3103 -2.5782 0.4274
H -3.3670 -2.0128 -0.1933 0.5752
H -3.0415 1.4271 -1.5666 0.3722
H -0.4376 3.7564 -3.0776 0.3177
H 3.5485 -0.8857 -2.0900 0.3123
H -0.9696 2.6021 -1.8349 -0.0644
H -0.3061 -1.5475 -4.2436 0.5380
H 0.4977 1.5945 5.7909 0.2560
H 2.3181 -1.9146 -2.8716 0.2852
H -0.6121 -1.4987 2.2742 0.6208
H 2.1329 -1.4351 -1.1640 0.0390
H 4.4180 0.6638 4.1108 0.4095
H 3.5394 2.8453 0.0966 0.1844
H 4.5575 3.1231 -1.3300 0.2514
H -1.9269 1.6017 2.8041 0.0077
H -0.8386 -0.1135 -2.3520 0.3481
H 1.6256 -2.5683 2.0923 0.4696
H -3.0777 -1.7633 1.5496 0.6565
H -2.0179 0.7167 4.3430 0.3369
H 2.1035 -4.0783 0.1926 0.4519
```

Properties
total charge: +1
relative energy (zero: lowest compared OMol25 entry of this formula, charge and spin): 87.9 kJ/mol
2S+1: 5
E_HOMO (alpha / beta): -11.463 / -11.440 eV
frontier orbital gap (alpha / beta): 0.225 / 0.279 Ha

=====

One molecule with the formula C24H28N2O4. Source: the OMol25 dataset; level of theory: ωB97M-V/def2-TZVPD.

```
58
Properties=species:S:1:pos:R:3:mulliken_charge:R:1
O -4.1559 -0.4319 -2.5923 -0.7135
O 7.2968 -0.7609 -0.5002 -0.3006
O -0.4014 1.8528 1.6581 -0.6634
O 5.8288 -2.4287 -0.2033 -0.6093
N -3.5762 0.8375 -0.8280 0.1610
N 0.9156 2.5636 -0.0266 -0.1280
C -1.1591 -2.5999 0.9582 -0.6311
C -1.9854 -2.9197 -0.1067 -0.6133
C -0.2218 2.0278 0.4724 -0.1319
C 6.0758 -1.2477 -0.2271 0.5940
C -0.8364 0.3077 -1.2184 0.1646
C 3.7810 -0.5546 0.3673 -1.0077
C -1.2379 1.6478 -0.6000 0.1459
C -3.2877 0.0891 -1.9137 0.6467
C -1.8281 -0.0382 -2.3154 -0.7796
C 5.0821 -0.1799 0.0363 0.3240
C -3.7881 -1.6673 0.8873 0.6449
C -4.9652 1.0046 -0.4487 -1.1991
C -1.6487 -1.8222 1.9944 -0.3232
C 8.3018 -1.7284 -0.7609 -0.6554
C 5.4114 1.1702 -0.0368 -0.7320
C 2.8252 0.4072 0.6197 -0.0780
C -2.9545 -1.3662 1.9597 -0.2887
C -3.2887 -2.4548 -0.1420 -0.3425
C -2.6116 1.4801 0.0365 -0.6903
C -5.2098 -1.1781 0.8634 -1.2134
C 4.4467 2.1287 0.2100 -0.8077
C -5.3397 0.3494 0.8821 -0.6456
C 3.1492 1.7589 0.5415 0.8714
C 2.0845 2.7940 0.7969 -1.0598
H -1.6801 -1.0602 -2.6672 0.3466
H -3.0101 2.4613 0.3202 0.4127
H -5.7106 -1.5644 -0.0258 0.3562
H -5.7269 -1.5753 1.7423 0.4229
H -5.5588 0.5660 -1.2540 0.4945
H -1.2627 2.4191 -1.3770 0.5195
H 4.7045 3.1764 0.1498 0.3317
H -0.1407 -2.9605 0.9836 0.4307
H -2.4798 0.8941 0.9552 0.0773
H -0.8561 -0.4602 -0.4430 -0.4338
H -3.9235 -2.7008 -0.9804 0.2871
H 2.4714 3.8000 0.6108 0.3731
H 1.8193 0.1184 0.8869 0.6558
H 0.1760 0.3500 -1.6291 0.5616
H -5.1831 2.0784 -0.3922 0.4033
H -4.7325 0.7674 1.6862 0.3726
H 1.0433 2.6125 -1.0251 0.3207
H 1.7381 2.7287 1.8335 0.3357
H -1.6871 0.6218 -3.1773 0.3812
H 3.5448 -1.6063 0.4238 0.4809
H -1.0136 -1.5686 2.8304 0.4117
H 8.0280 -2.3367 -1.6256 0.2935
H -3.3326 -0.7783 2.7848 0.3808
H 9.2154 -1.1733 -0.9572 0.2304
H 6.4186 1.4598 -0.2910 0.4531
H 8.4290 -2.3854 0.1020 0.2907
H -6.3810 0.6090 1.0853 0.4460
H -1.6120 -3.5335 -0.9138 0.4255
```

Properties
total charge: 0
relative energy (zero: lowest compared OMol25 entry of this formula, charge and spin): 71.3 kJ/mol
E_HOMO: -8.800 eV
frontier orbital gap: 0.337 Ha

=====

In eV, the calculated total energy values for the records above are, in order, -77693.320 -108469.921 -36514.810.